[1]
{"formula": "C32H24F5N4SV", "method": "wB97M-V/def2-TZVPD", "species": ["V", "C", "C", "N", "N", "C", "S", "N", "N", "H", "H", "H", "H", "H", "H", "C", "C", "C", "C", "C", "C", "C", "C", "H", "H", "H", "H", "H", "C", "C", "C", "C", "C", "C", "C", "C", "C", "C", "C", "C", "C", "C", "H", "H", "H", "H", "H", "H", "H", "H", "H", "H", "H", "C", "H", "H", "F", "C", "C", "C", "F", "C", "F", "C", "F", "C", "F"], "coordinates": [[0.2209, 0.1371, 0.9551], [3.3307, -3.8767, -0.2800], [1.9488, -3.8980, 0.2502], [1.2242, -4.9501, 0.4523], [0.0255, -4.4403, 0.8942], [0.0091, -3.0983, 1.0128], [-1.2035, -2.0936, 1.5366], [1.2579, -2.7580, 0.5760], [1.7016, -1.4402, 0.4934], [3.6689, -4.9003, -0.4201], [4.0005, -3.3604, 0.4092], [3.3465, -3.3537, -1.2378], [-0.6826, -5.0501, 1.2572], [2.4085, -1.2568, 1.2070], [2.0016, -1.2283, -0.4596], [-1.5034, 0.6968, -0.4702], [-2.1517, 0.8595, 0.5647], [-2.8867, 1.0551, 1.7675], [-3.7757, 0.0793, 2.2476], [-4.4657, 0.2732, 3.4327], [-4.2974, 1.4392, 4.1686], [-3.4211, 2.4130, 3.7017], [-2.7257, 2.2303, 2.5208], [-3.9019, -0.8349, 1.6822], [-5.1372, -0.5001, 3.7889], [-4.8301, 1.5824, 5.1008], [-3.2592, 3.3175, 4.2754], [-2.0253, 2.9788, 2.1736], [0.5733, 2.9942, -5.9816], [-0.0302, 1.7862, -5.6251], [-0.1865, 1.3891, -4.3116], [0.2673, 2.1992, -3.2048], [0.8685, 3.4502, -3.6131], [1.0085, 3.8169, -4.9271], [0.1584, 1.8679, -1.8651], [-0.3958, 0.6000, -1.3275], [-0.0668, -0.6912, -1.9093], [1.1629, -0.8674, -2.5899], [1.5428, -2.1050, -3.0861], [0.7211, -3.2228, -2.9581], [-0.5195, -3.0533, -2.3396], [-0.9082, -1.8250, -1.8395], [0.6920, 3.2874, -7.0181], [-0.4025, 1.1274, -6.4072], [-0.6955, 0.4555, -4.1090], [1.2258, 4.1149, -2.8314], [1.4734, 4.7745, -5.1531], [0.4295, 2.6284, -1.1411], [1.7904, 0.0054, -2.7275], [2.4931, -2.1916, -3.6054], [1.0170, -4.1852, -3.3590], [-1.1971, -3.8971, -2.2520], [-1.8783, -1.7191, -1.3687], [1.9251, 1.4490, 0.9795], [2.9120, 0.9812, 1.0049], [1.9193, 2.3717, 0.4097], [0.8508, 3.8167, 2.4303], [0.6638, 2.5690, 2.9295], [1.2276, 1.4535, 2.2590], [1.1331, 0.1250, 2.8715], [2.4935, -0.5701, 3.0478], [0.4126, 0.0678, 4.1072], [0.2243, -1.1467, 4.6938], [-0.1820, 1.1464, 4.6613], [-1.0177, 1.0227, 5.7237], [-0.0301, 2.4397, 4.0884], [-0.5529, 3.5124, 4.7434]], "mulliken_spin": [2.407, 0.003, -0.002, 0.000, 0.001, 0.002, 0.001, -0.017, 0.006, 0.000, -0.001, -0.001, -0.001, 0.001, -0.011, -0.148, 0.011, -0.009, 0.016, -0.011, 0.023, -0.011, 0.016, 0.002, -0.001, 0.002, 0.000, -0.005, 0.000, 0.000, -0.004, 0.000, 0.000, 0.000, 0.080, 0.120, -0.043, -0.027, -0.001, -0.007, -0.002, 0.022, 0.000, 0.000, 0.000, 0.001, 0.000, 0.022, -0.003, 0.000, -0.001, -0.001, 0.006, -0.118, -0.001, 0.005, -0.001, 0.100, -0.072, -0.215, -0.014, -0.062, -0.001, 0.035, -0.001, -0.086, -0.002], "multiplicity": 3, "relative_energy_kj_mol": 304.88, "s_squared": 2.288, "mol_weight_g_mol": 642.57, "charge": -2, "homo_energy_ev": [0.59, 0.62]}

---

[2]
{"formula": "C4H15N4", "method": "wB97M-V/def2-TZVPD", "species": ["C", "N", "C", "N", "H", "H", "H", "H", "H", "H", "H", "H", "H", "C", "C", "N", "N", "H", "H", "H", "H", "H", "H"], "coordinates": [[-0.8889, 1.4311, -0.7721], [-0.9217, 1.2297, -2.2248], [0.6364, 1.5582, -0.4258], [1.0501, 1.3149, 0.9968], [-1.3435, 0.6516, -0.1493], [-1.3991, 2.3561, -0.5946], [-0.7176, 0.2316, -2.3578], [-1.8798, 1.2609, -2.5645], [1.0093, 2.5467, -0.7407], [1.1485, 0.7615, -0.9681], [2.0681, 1.1946, 1.0397], [0.7967, 2.1675, 1.5705], [0.5446, 0.4040, 1.4548], [0.3630, -1.7656, -0.0615], [-0.2868, -1.7874, 1.1571], [0.3109, -1.0504, 2.2222], [-0.2889, -1.8016, -1.3101], [1.4179, -1.5408, -0.1486], [-1.2596, -2.2162, 1.3173], [1.2086, -1.4364, 2.5257], [-0.2794, -1.0620, 3.0553], [-1.2954, -1.8352, -1.1534], [0.0067, -2.6126, -1.8681]], "nbo_charge": [-0.235, -0.815, -0.231, -0.738, 0.170, 0.209, 0.370, 0.370, 0.231, 0.217, 0.429, 0.429, 0.471, -0.040, -0.127, -0.859, -0.821, 0.180, 0.219, 0.398, 0.404, 0.377, 0.393], "relative_energy_kj_mol": 211.62, "mol_weight_g_mol": 119.19, "charge": 1, "homo_energy_ev": -12.05}

---

[3]
{"formula": "C5H9NO", "method": "wB97M-V/def2-TZVPD", "species": ["C", "C", "C", "C", "N", "C", "O", "H", "H", "H", "H", "H", "H", "H", "H", "H"], "coordinates": [[1.4984, 0.6563, -0.0975], [0.1602, -0.0734, 0.0655], [0.2570, -1.2462, 1.0316], [-1.0805, 0.8478, 0.2706], [-1.5317, 0.4362, -1.0536], [-0.5011, -0.4327, -1.2854], [-0.2348, -1.1689, -2.2036], [2.3346, -0.0145, 0.1197], [1.5716, 1.5090, 0.5850], [1.6338, 1.0281, -1.1176], [0.6306, -0.9109, 2.0064], [0.9523, -1.9959, 0.6388], [-0.7155, -1.7294, 1.1792], [-1.7482, 0.5335, 1.0824], [-0.8615, 1.9173, 0.3643], [-2.3652, 0.6437, -1.5859]], "nbo_charge": [-0.605, -0.144, -0.600, -0.196, -0.627, 0.688, -0.594, 0.219, 0.211, 0.224, 0.211, 0.225, 0.212, 0.186, 0.187, 0.404], "relative_energy_kj_mol": 75.71, "mol_weight_g_mol": 99.13, "smiles": "CC1(C)CNC1=O", "homo_energy_ev": -9.60}

---

[4]
{"formula": "C12H24CoF4N2O17S4", "method": "wB97M-V/def2-TZVPD", "species": ["Co", "N", "S", "O", "O", "F", "S", "O", "O", "F", "N", "S", "O", "O", "F", "S", "O", "O", "F", "C", "C", "O", "C", "O", "O", "C", "H", "H", "H", "H", "H", "H", "H", "H", "C", "C", "O", "C", "O", "O", "C", "H", "H", "H", "H", "H", "H", "H", "H", "C", "C", "O", "C", "O", "O", "C", "H", "H", "H", "H", "H", "H", "H", "H"], "coordinates": [[21.4225, -15.8732, 1.2705], [22.9596, -16.9880, 1.4848], [23.7408, -17.9302, 0.5572], [23.2794, -19.3143, 0.3762], [25.2114, -17.7903, 0.2945], [23.0868, -17.3494, -0.8185], [24.0778, -17.3710, 2.7267], [25.3217, -16.5725, 2.8326], [24.1875, -18.7610, 3.1092], [23.1750, -16.7679, 3.8858], [20.7318, -14.9403, -0.2475], [21.5676, -14.3200, -1.6582], [21.5488, -12.9345, -1.9997], [21.6749, -15.1687, -2.8110], [23.0672, -14.4847, -0.9590], [19.3976, -14.2747, -0.7030], [18.6837, -14.8915, -1.7890], [19.0681, -12.9166, -0.3175], [18.6286, -14.8259, 0.6045], [20.4469, -19.9461, -3.3689], [20.7907, -19.0404, -2.1830], [19.6333, -18.8104, -1.4444], [19.5772, -18.1026, -0.2741], [20.5096, -17.6422, 0.4172], [18.3216, -17.6849, -0.0609], [17.2046, -17.8058, -0.9175], [19.5705, -19.6355, -3.9377], [20.0911, -20.8661, -2.9052], [21.2523, -20.3911, -3.9532], [21.2911, -18.1421, -2.5446], [21.5243, -19.6019, -1.6045], [17.3583, -17.2012, -1.8114], [16.4127, -17.2638, -0.4006], [16.8476, -18.8188, -1.1030], [20.8584, -14.2183, 7.2789], [21.1820, -14.8274, 5.8994], [20.1021, -15.7045, 5.5335], [20.0359, -16.2844, 4.3209], [20.6174, -15.8574, 3.3514], [19.1624, -17.3813, 4.4224], [18.8084, -18.2824, 3.3138], [21.7435, -13.7909, 7.7502], [20.5017, -14.9312, 8.0223], [20.1126, -13.4238, 7.2537], [22.1618, -15.2988, 5.9760], [21.2532, -13.9277, 5.2882], [19.5620, -18.8221, 2.7402], [18.1761, -17.7978, 2.5700], [18.1115, -19.0238, 3.7046], [19.5186, -11.2796, 4.1135], [20.1520, -12.2382, 3.0569], [21.5326, -12.4802, 3.5098], [22.4849, -13.2988, 2.9441], [22.3437, -13.9790, 1.9146], [23.6980, -12.9826, 3.5358], [24.9096, -13.5532, 3.1879], [19.7711, -10.2413, 3.8982], [19.6652, -11.4968, 5.1716], [18.4310, -11.2197, 4.0748], [20.2037, -11.7935, 2.0631], [19.5906, -13.1717, 3.0189], [25.6760, -12.7904, 3.0505], [24.8016, -14.1962, 2.3144], [25.2331, -14.1463, 4.0433]], "mulliken_spin": [2.747, 0.041, 0.001, 0.004, 0.013, 0.002, 0.005, 0.002, 0.007, 0.000, 0.036, 0.005, 0.003, 0.007, 0.002, 0.010, 0.006, 0.009, 0.005, 0.000, -0.001, 0.003, 0.001, 0.018, 0.002, 0.000, 0.000, 0.000, 0.000, 0.000, 0.001, 0.000, 0.000, 0.000, 0.000, 0.000, 0.002, 0.005, 0.019, 0.001, -0.001, 0.000, 0.000, 0.000, 0.000, 0.000, 0.000, 0.000, 0.000, 0.000, 0.000, 0.003, 0.019, 0.018, 0.002, 0.000, 0.000, 0.000, 0.000, 0.000, 0.000, 0.000, 0.000, 0.000], "multiplicity": 4, "relative_energy_kj_mol": 474.73, "s_squared": 3.756, "mol_weight_g_mol": 731.51, "homo_energy_ev": [-10.75, -10.77]}

---

[5]
{"formula": "C13H26AlBrCl2N3O3PS", "method": "wB97M-V/def2-TZVPD", "species": ["C", "C", "Cl", "C", "Al", "C", "C", "C", "Br", "C", "C", "S", "C", "N", "N", "C", "O", "P", "O", "Cl", "H", "H", "H", "H", "H", "H", "H", "H", "H", "H", "H", "H", "H", "H", "H", "H", "H", "H", "C", "C", "O", "N", "C", "H", "H", "H", "H", "H", "H", "H", "H"], "coordinates": [[3.4747, -1.1790, 2.5905], [2.7035, -0.9799, 1.1631], [3.9411, -0.2515, 0.0243], [1.4313, -0.0567, 1.4631], [0.6978, 0.9931, -0.1300], [0.3642, -0.1024, -1.8238], [1.4550, -1.2266, -2.1506], [1.0386, -2.0332, -3.5047], [0.9943, -0.8274, -5.1159], [1.7499, 2.6855, -0.6104], [2.5379, 3.3751, 0.6070], [4.3816, 3.2005, 0.5795], [5.0137, 2.9807, -1.1217], [6.0784, 2.0272, -1.3242], [6.4299, 1.9722, -2.6369], [5.5251, 2.8832, -3.2577], [4.6401, 3.5483, -2.3653], [-1.4424, 1.7633, 0.5629], [-2.4351, 0.3281, 0.3773], [-2.1308, 3.3236, -0.6948], [2.7307, -0.9416, 3.4316], [4.2877, -0.3642, 2.6689], [3.9660, -2.2010, 2.6900], [2.3937, -2.0271, 0.8459], [0.5957, -0.7563, 1.8478], [1.6932, 0.6707, 2.3116], [0.4018, 0.6478, -2.7044], [-0.7193, -0.4937, -1.8093], [1.4708, -1.9981, -1.3098], [2.4936, -0.7964, -2.3809], [0.0451, -2.5714, -3.3857], [1.9155, -2.7517, -3.7150], [2.3814, 2.4393, -1.5250], [0.9650, 3.4572, -0.9680], [2.2491, 4.4730, 0.7236], [2.1810, 2.8489, 1.5714], [5.6355, 2.9797, -4.3796], [-3.3580, 0.5844, 0.1462], [-5.5460, -2.5346, 0.1588], [-5.8322, -1.3962, 1.0832], [-5.4276, -0.2737, 0.9762], [-6.6909, -1.5771, 2.2356], [-5.9610, -2.0535, 3.4481], [-5.1489, -2.1480, -0.7796], [-4.8128, -3.2043, 0.6139], [-6.4668, -3.0842, -0.0525], [-7.4443, -2.2288, 2.0019], [-7.0392, -0.6302, 2.4219], [-5.3402, -2.9095, 3.1822], [-6.7094, -2.3505, 4.1827], [-5.3581, -1.2331, 3.8368]], "nbo_charge": [-0.635, -0.178, -0.069, -1.024, 1.505, -1.035, -0.418, -0.410, -0.072, -1.026, -0.520, 0.266, 0.276, -0.304, -0.256, 0.219, -0.421, 0.375, -1.015, -0.372, 0.207, 0.224, 0.205, 0.203, 0.217, 0.211, 0.223, 0.206, 0.198, 0.227, 0.204, 0.210, 0.230, 0.227, 0.213, 0.220, 0.218, 0.477, -0.737, 0.686, -0.431, -0.566, -0.422, 0.299, 0.275, 0.238, 0.441, 0.467, 0.241, 0.241, 0.262], "mol_weight_g_mol": 513.20, "homo_energy_ev": -5.92}

---

[6]
{"formula": "C3H8O2S2", "method": "wB97M-V/def2-TZVPD", "species": ["C", "C", "O", "C", "S", "S", "H", "H", "H", "H", "H", "H", "H", "H", "O"], "coordinates": [[-1.9706, -0.9298, 0.2934], [-3.3957, -1.2526, -0.0305], [-4.4334, -0.5268, -0.5945], [-1.3543, 0.4284, 0.2348], [-2.7315, 1.5550, 0.4083], [4.0090, 0.0733, -0.1937], [-3.1289, -0.9301, 1.0736], [-1.2610, -1.7914, 0.3629], [-3.9110, -2.2138, -0.1326], [-0.5086, 0.6941, 0.9818], [-0.7588, 0.5534, -0.6872], [-4.2103, 0.3889, -0.7825], [6.8330, -1.4547, 0.3630], [6.0378, -0.3512, -0.2768], [6.9269, -0.7738, -0.3278]], "nbo_charge": [-0.022, 0.030, -0.644, -0.641, -0.572, 0.024, 0.305, 0.249, 0.262, 0.246, 0.269, 0.517, 0.463, 0.440, -0.927], "relative_energy_kj_mol": 935.00, "mol_weight_g_mol": 140.23, "homo_energy_ev": -7.39}